No. 1
A cluster of 2 separate species, C2H4BrClO2 in total in a non-equilibrium geometry. Source: OMol25; level of theory: ωB97M-V/def2-TZVPD.

Each line ends with the natural charge from an NBO analysis.
CARTESIAN COORDINATES (ANGSTROEM)
Br 1.457 -0.946 1.538  -0.025
H 0.465 -1.793 -0.123  0.511
H 0.045 0.642 -2.042  0.496
H 1.513 1.288 0.580  0.206
H -1.803 -0.083 -0.021  0.201
O -0.849 0.535 -1.729  -0.670
C -0.887 -0.340 -0.682  0.589
C 0.589 0.718 0.974  -0.562
Cl -0.290 1.497 2.263  -0.017
O -0.241 -1.517 -0.758  -0.730

For the energy relative to the best compared isomer or geometry (same formula, charge and spin), the calculation gives 277.17 kJ/mol. The value obtained for the HOMO energy (alpha / beta) is -8.232 / -8.231 eV. The value obtained for the largest force on an atom is 0.068 hartree/bohr. As for the calculated total energy: -3263.17344 hartree. Its gap between HOMO and LUMO (alpha / beta) is 8.49 / 8.49 eV. As for the multiplicity: 1.

No. 2
A cluster of 13 separate species, C46H72Cl6O20 in total in a non-equilibrium geometry. Source: OMol25; level of theory: ωB97M-V/def2-TZVPD.

Each line ends with the Mulliken charge.
CARTESIAN COORDINATES (ANGSTROEM)
C 0.342 25.667 11.531  -0.649
O -1.812 19.130 8.288  -0.453
C 0.568 16.964 15.609  0.828
H 3.217 15.334 13.291  -0.725
H 1.067 16.093 10.897  -0.526
H 3.901 18.756 6.173  0.383
C 2.019 19.926 12.094  1.190
H 5.051 19.738 7.162  0.321
H 5.427 16.657 10.454  -0.962
C 6.722 20.292 14.841  1.114
C 3.012 21.034 11.912  -0.263
C -2.152 20.204 15.341  0.449
H 8.867 22.455 10.388  0.488
C 6.488 16.444 10.270  0.974
C 0.463 24.551 12.561  0.513
H -0.018 19.186 9.310  -0.726
O 3.119 19.146 14.944  0.081
C 8.167 21.961 11.026  -0.702
H 7.682 20.630 14.409  0.195
H -1.486 22.969 15.478  0.226
C -0.622 16.867 13.631  0.485
O 0.572 17.243 14.181  0.137
H -1.194 19.402 11.556  -0.566
C 2.857 18.630 12.011  1.052
H 5.873 20.318 14.167  -1.018
H 6.637 18.131 8.910  -0.285
C 1.882 21.518 17.126  -0.805
H 1.641 19.992 13.118  -0.650
H 4.672 14.347 13.660  0.443
C -1.872 21.820 13.583  -0.223
H 5.008 23.415 13.167  -0.463
H 3.717 13.167 15.226  0.356
C -2.393 20.569 10.079  -0.358
Cl 2.583 13.525 11.115  -0.203
O 4.326 16.705 17.262  -0.516
H 2.530 17.914 12.787  -0.441
H 2.132 14.122 15.011  0.273
H 6.668 16.521 8.152  0.372
C 4.256 19.137 12.322  -0.136
H 7.550 18.268 14.916  0.760
C -1.805 19.294 10.656  0.631
H 0.017 22.393 14.642  -0.615
O 3.372 14.794 16.455  -0.406
H 4.048 17.051 14.660  -1.347
H 1.495 16.384 15.767  -0.575
H 6.246 20.934 10.892  -0.914
C 6.354 21.058 16.130  0.135
C 6.790 18.861 15.396  0.806
H 3.385 14.750 9.249  0.456
O -2.370 19.156 15.913  -0.680
C 0.630 26.951 12.346  -0.604
C 4.188 15.898 16.365  0.264
H 2.860 18.227 10.975  -0.551
H 0.758 17.971 16.003  -0.130
C -2.805 20.657 14.002  -0.074
O 5.258 18.483 12.475  -0.502
C 7.086 19.019 16.902  -0.958
H 6.254 24.193 14.978  0.224
H 5.967 25.797 14.206  0.418
C 3.900 14.970 14.069  0.214
H 2.677 18.949 17.886  0.387
H 1.671 27.283 12.314  0.317
H 3.657 15.611 10.619  -0.910
H 8.775 21.274 11.599  0.362
H 6.950 16.819 11.188  0.215
O 0.760 23.379 12.458  -0.424
C 4.502 24.199 13.717  0.317
C 2.863 15.015 10.151  0.642
H 5.842 18.391 15.178  -1.093
H -0.831 26.855 13.912  0.329
C 2.872 19.830 15.921  -0.734
H -1.245 21.429 12.803  -0.180
H 0.026 27.799 12.033  0.320
H 2.439 23.820 14.326  -0.516
C 7.063 21.279 10.289  0.961
H -2.302 16.986 14.784  0.226
C 5.510 24.896 14.623  -0.461
O -3.369 20.673 7.835  -0.591
C 1.639 15.894 9.983  2.136
H -0.731 25.599 11.235  0.318
C 4.030 19.512 6.964  -0.654
C -1.033 22.188 14.839  0.721
H 0.831 26.881 14.548  0.318
H 2.954 20.882 5.675  0.362
H 2.929 21.133 18.989  0.500
H 1.020 25.450 10.719  0.344
H -1.978 15.424 14.228  0.470
Cl 8.778 17.162 9.099  -0.227
O -0.730 17.013 12.437  -0.621
H 3.957 21.853 17.710  0.038
O 2.301 19.375 8.512  0.135
H -0.390 15.082 16.081  0.332
C 1.885 20.345 7.498  -0.507
C -1.501 16.281 14.643  -0.862
O -1.174 21.048 15.706  -0.265
O 2.028 20.925 15.846  0.693
H 3.172 21.298 10.856  0.192
C 3.136 20.737 6.742  -0.616
C -0.663 16.123 15.920  -0.733
C 3.503 18.882 8.229  0.323
H -2.687 19.870 13.267  -0.185
H -1.738 21.468 10.054  0.105
H 4.271 19.230 17.370  -0.108
H 7.410 20.424 9.729  0.146
H 1.871 22.578 16.969  0.410
C -1.038 18.785 9.441  0.944
H 1.162 19.775 6.931  0.361
O 5.813 22.152 16.183  -0.396
H 5.594 16.160 14.742  0.776
Cl 7.525 23.186 12.130  -0.137
H -3.364 20.810 10.519  0.436
O 4.025 17.983 8.823  -0.496
H 4.043 24.858 12.982  0.294
O 6.581 20.291 17.241  -0.433
C 3.213 14.156 15.227  -0.604
H 1.222 19.990 11.363  0.265
Cl 6.684 14.713 10.140  -0.199
H 1.926 16.894 9.657  -1.344
O 0.267 25.096 13.804  -0.302
H -2.607 18.599 10.892  0.458
H 1.430 21.209 8.008  0.285
H 3.570 22.607 15.013  -0.677
Cl 0.547 15.294 8.749  -0.222
H 2.850 21.969 12.424  -0.444
H -3.814 21.015 14.160  0.403
H -0.938 17.708 9.409  -0.014
C 3.626 24.557 15.916  0.220
O 4.300 20.476 12.337  0.071
H 6.513 18.314 17.496  0.407
H 0.934 21.198 17.621  0.419
C 6.966 17.103 9.031  0.120
H 3.568 21.646 7.198  0.195
O 2.812 24.744 16.780  -0.659
H -1.191 16.497 16.784  0.420
H 8.147 19.059 17.117  0.319
C 3.297 19.686 17.372  0.025
C 3.443 23.665 14.717  1.612
C 0.190 26.542 13.745  -0.478
Cl 6.379 22.419 9.083  -0.213
C -2.556 20.245 8.587  0.239
C 3.152 21.135 17.916  -0.595
O 4.772 25.261 15.810  -0.481
C 4.505 16.073 14.872  1.216
H -2.422 22.661 13.165  0.514

The value obtained for the HOMO energy is -9.947 eV. The value obtained for the largest force on an atom is 0.058 hartree/bohr. As for the calculated total energy: -6062.09593 hartree. Its gap between HOMO and LUMO is 9.93 eV. As for the multiplicity: 1.

No. 3
A cluster of 2 separate species, C10H16 in total in a non-equilibrium geometry. Source: OMol25; level of theory: ωB97M-V/def2-TZVPD.

Each line ends with the natural charge from an NBO analysis.
CARTESIAN COORDINATES (ANGSTROEM)
C 1.630 -0.749 0.718  -0.217
H -2.374 1.360 -0.319  0.198
H 1.845 -2.748 0.244  0.218
H 1.763 -2.262 -2.255  0.218
H 1.544 -0.955 1.786  0.204
C 1.845 -0.120 -1.944  -0.195
H 1.545 1.899 -1.341  0.207
C 1.914 -1.444 -1.558  -0.238
C 1.515 0.588 0.361  -0.010
H 2.026 0.242 -2.946  0.214
H -3.916 0.370 1.217  0.203
H 0.853 2.489 1.106  0.219
H -2.531 0.363 2.255  0.201
H -0.824 -1.025 -1.008  0.221
H -1.044 0.619 0.617  0.204
C 1.476 1.650 1.414  -0.641
H 1.054 1.307 2.358  0.219
H -1.899 -0.185 -1.980  0.205
C 1.620 0.878 -0.995  -0.218
C -1.844 -0.629 -0.980  -0.620
C -2.896 0.012 1.282  -0.606
H -2.625 -1.373 -0.879  0.204
H -2.908 -1.079 1.405  0.200
H 2.457 2.123 1.543  0.226
C 1.764 -1.772 -0.212  -0.207
C -1.990 0.442 0.111  -0.408

For the energy relative to the best compared isomer or geometry (same formula, charge and spin), the calculation gives 66.71 kJ/mol. The value obtained for the HOMO energy is -9.066 eV. The value obtained for the largest force on an atom is 0.031 hartree/bohr. As for the calculated total energy: -390.61047 hartree. Its gap between HOMO and LUMO is 10.05 eV. As for the multiplicity: 1.

No. 4
A structure of composition C15H29N8OPtS. Source: OMol25; level of theory: ωB97M-V/def2-TZVPD.

Each line ends with the natural charge from an NBO analysis.
CARTESIAN COORDINATES (ANGSTROEM)
H 1.423 0.448 -0.907  0.399
H 2.512 -3.584 -0.946  0.445
H -3.606 4.771 -0.471  0.259
H 1.906 0.101 -3.267  0.226
H -4.908 1.315 2.465  0.439
H -0.270 -0.438 -3.924  0.254
H -2.309 -0.996 -0.837  0.409
C -0.977 -1.578 -2.282  -0.052
N -2.028 3.426 -0.571  -0.369
H -0.648 -3.213 -3.590  0.278
Pt -0.616 -0.074 0.838  0.921
H -3.583 0.213 2.417  0.419
S -0.416 0.047 3.098  -0.137
H 1.535 -2.261 -0.627  0.465
H -0.942 -3.743 -1.971  0.229
N -2.199 1.470 0.728  -0.631
H 4.306 0.050 4.329  0.269
C 3.304 -0.339 4.277  -0.045
C 2.496 1.554 2.829  -0.413
H 2.947 -2.153 -2.976  0.236
H -4.927 3.403 1.119  0.274
H 1.371 -4.123 -2.882  0.251
N -4.020 1.050 2.069  -0.714
C -0.091 -0.472 -2.846  -0.440
H 3.160 -2.155 5.533  0.276
C -1.251 4.250 -1.515  -0.404
O -0.416 1.792 -0.559  -0.705
N -1.366 -1.379 -0.822  -0.865
H 2.314 2.378 3.516  0.250
H 2.787 -0.382 -1.148  0.389
C 1.100 -3.161 -2.451  -0.040
H -0.280 4.480 -1.084  0.239
C -1.521 2.241 -0.156  0.764
H 1.703 -2.112 -4.193  0.269
C -3.966 3.068 0.761  -0.342
H 0.972 -3.871 -0.448  0.433
N 2.319 0.281 3.530  -0.297
C 1.870 -2.028 -3.117  -0.446
C 2.745 -1.418 4.868  -0.035
H -0.407 0.494 -2.458  0.246
C -3.401 1.839 1.203  0.485
C -0.410 -2.980 -2.549  -0.455
N 1.773 -0.456 -1.214  -0.896
H 3.516 1.601 2.458  0.242
H 0.727 -2.094 4.777  0.459
H -1.922 -1.542 -2.824  0.232
C 1.410 -0.648 -2.645  -0.055
N 1.551 -3.239 -1.001  -0.720
H -1.800 5.169 -1.693  0.242
H -1.121 3.712 -2.450  0.233
C -3.250 3.819 -0.104  0.142
N 1.429 -1.439 4.467  -0.472
H -1.496 -2.299 -0.408  0.394
H 1.796 1.606 1.999  0.222
C 1.177 -0.402 3.656  0.241

Its expectation value of S² is 2.008. The value obtained for the HOMO energy (alpha / beta) is -17.077 / -17.194 eV. The value obtained for the largest force on an atom is 0.008 hartree/bohr. As for the calculated total energy: -1618.90898 hartree. As for the net charge: +3. Its gap between HOMO and LUMO (alpha / beta) is 9.12 / 7.04 eV. As for the multiplicity: 3.

> The highest largest force on an atom belongs to which entry?

C2H4BrClO2

Please write out number 1 again, unchanged.
A cluster of 2 separate species, C2H4BrClO2 in total in a non-equilibrium geometry. Source: OMol25; level of theory: ωB97M-V/def2-TZVPD.

Each line ends with the natural charge from an NBO analysis.
CARTESIAN COORDINATES (ANGSTROEM)
Br 1.457 -0.946 1.538  -0.025
H 0.465 -1.793 -0.123  0.511
H 0.045 0.642 -2.042  0.496
H 1.513 1.288 0.580  0.206
H -1.803 -0.083 -0.021  0.201
O -0.849 0.535 -1.729  -0.670
C -0.887 -0.340 -0.682  0.589
C 0.589 0.718 0.974  -0.562
Cl -0.290 1.497 2.263  -0.017
O -0.241 -1.517 -0.758  -0.730

For the energy relative to the best compared isomer or geometry (same formula, charge and spin), the calculation gives 277.17 kJ/mol. The value obtained for the HOMO energy (alpha / beta) is -8.232 / -8.231 eV. The value obtained for the largest force on an atom is 0.068 hartree/bohr. As for the calculated total energy: -3263.17344 hartree. Its gap between HOMO and LUMO (alpha / beta) is 8.49 / 8.49 eV. As for the multiplicity: 1.

> Number 4 is which compound?

C15H29N8OPtS

> What is the multiplicity in the first record?

1